The following is a quantum chemistry calculation of C39H48Cl2N2O2W as an isolated structure, from the OMol25 dataset.

Values from the calculation:
F_max in Eh/bohr: 0.0241
Total charge: +2
E_HOMO in eV: -13.834

Each line ends with the Löwdin charge.
CARTESIAN COORDINATES (ANGSTROEM)
H1 -3.3814 -3.3370 -1.6103  0.044
C1 1.6319 2.7041 0.5478  -0.050
C2 1.4999 1.3892 0.1756  0.067
H2 2.3604 -1.2491 -0.6755  0.116
H3 4.9941 3.2488 0.8047  0.101
C3 -4.3566 -1.6707 0.5345  -0.115
H4 0.5929 -3.5198 -3.8399  0.094
H5 -3.4747 3.5211 3.4877  0.099
C4 0.8662 -2.3493 3.7623  -0.073
C5 -1.1167 5.0007 2.9405  -0.044
C6 -0.2220 -0.2243 3.1317  -0.304
H6 3.8734 2.7734 2.0833  0.096
H7 -4.4929 -2.4564 -0.1883  0.122
C7 -1.6794 -3.9492 -4.5413  -0.049
C8 1.6656 -1.6735 4.6723  -0.034
C9 -2.9677 -3.9315 -2.4249  -0.024
H8 4.6728 -4.0307 -2.0239  0.096
H9 -2.4298 -4.7820 -1.9998  0.102
C10 -2.8211 -1.8588 -3.8412  -0.023
C11 -0.0314 -1.5988 3.0396  -0.468
C12 4.0542 2.7332 1.0068  -0.018
H10 -0.3131 4.7705 3.6431  0.079
H11 -1.9100 5.5024 3.4958  0.102
H12 -2.1986 -1.2646 -4.5122  0.100
H13 2.3911 -2.2142 5.2637  0.128
C13 0.3133 0.7557 0.5201  -0.140
C14 -3.9449 -0.5613 2.5009  -0.132
H14 -4.4386 1.4443 1.6989  0.129
H15 0.7418 4.4510 1.4660  0.097
H16 3.7767 -3.1808 -0.7638  0.081
N1 -0.1496 -0.4250 0.2324  -0.008
C15 2.9274 3.4299 0.2153  -0.541
H17 2.2665 0.8746 -0.3800  0.109
H18 -4.8537 0.1683 -0.6195  0.148
C16 -0.5949 2.8796 1.6733  -0.097
C17 0.4723 -2.9032 -2.9652  0.068
H19 2.4791 -4.5802 -4.0062  0.093
H20 3.4240 -0.9091 -3.7293  0.097
H21 4.1261 3.8433 -1.5243  0.101
H22 -3.8029 -4.3219 -3.0082  0.099
H23 -3.1515 -1.2161 -3.0223  0.072
H24 -3.3791 4.8713 1.5699  0.099
C18 -2.6426 4.1809 1.1563  -0.021
H25 2.4014 3.7477 -1.8862  0.101
Cl1 0.3507 2.0665 4.4937  0.863
C19 3.2051 3.3065 -1.2937  -0.021
C20 3.0029 -3.6270 -4.1062  -0.053
C21 0.2239 -1.3019 -0.7959  -0.186
C22 -0.8325 -2.6199 -2.5521  -0.061
C23 1.4962 -1.6279 -1.2024  0.052
C24 -0.8973 -1.8313 -1.4111  -0.203
H26 3.0839 -4.6215 -1.5264  0.095
H27 -3.7054 -2.1784 -4.3954  0.098
H28 2.5385 -3.0573 -4.9147  0.097
H29 3.3374 2.2718 -1.6105  0.077
C25 -0.8017 1.4374 1.3188  -0.373
H30 4.0259 -3.8515 -4.4100  0.096
C26 3.6748 -3.7214 -1.7081  -0.033
H31 -2.7227 1.9607 3.1168  0.041
C27 3.0306 -2.8445 -2.7937  -0.552
H32 -2.0218 3.0023 4.3331  0.047
C28 0.5626 3.4103 1.2567  0.055
H33 4.8675 -1.8571 -3.3614  0.096
C29 -3.9771 -1.8429 1.8736  -0.158
C30 -2.5233 3.0006 3.3653  -0.061
H34 -2.0915 4.7008 0.3704  0.100
H35 -3.8299 -2.7869 2.3724  0.123
O1 -2.0743 -1.4328 -0.7998  -0.237
C31 3.8777 -1.5798 -2.9960  -0.038
C32 -4.5234 -0.2873 0.3009  -0.114
H36 -2.5929 -4.2721 -5.0417  0.097
Cl2 -1.0926 -2.5110 1.9515  0.919
C33 1.5008 -0.3103 4.8402  -0.069
O2 -1.9538 1.3169 0.4100  -0.201
N2 -1.2021 0.4167 2.3387  -0.085
C34 -1.6993 3.7359 2.2959  -0.525
H37 2.1233 5.4625 0.0668  0.098
C35 0.5624 0.3988 4.0984  -0.535
C36 1.6302 -2.4532 -2.3218  -0.118
C37 -4.3171 0.3864 1.5371  -0.127
C38 2.9065 4.9120 0.5926  -0.049
H38 3.8600 5.3572 0.3090  0.099
H39 0.9366 -3.4200 3.6262  0.123
H40 -0.7465 5.7170 2.2057  0.092
H41 4.1716 1.6887 0.7150  0.083
H42 -3.7486 -0.3677 3.5427  0.142
C39 -2.0604 -3.0915 -3.3322  -0.529
H43 4.0227 -1.0257 -2.0649  0.070
H44 2.7847 5.0668 1.6666  0.095
H45 2.0833 0.2283 5.5748  0.120
H46 -1.0888 -3.3945 -5.2727  0.097
H47 -1.1275 -4.8472 -4.2553  0.098
W1 -2.2341 -0.5074 0.8320  1.787
H48 -3.1728 3.3435 0.7014  0.068

***

The following is a quantum chemistry calculation of C40H36BrLuN3O2S2Sb as an isolated structure, from the OMol25 dataset.

Values from the calculation:
Relative energy (zero: lowest compared OMol25 entry of this formula, charge and spin) in kJ/mol: 93.6
F_max in Eh/bohr: 0.0310
Total charge: 0
E_HOMO in eV: -7.408

Each line ends with the Löwdin charge.
CARTESIAN COORDINATES (ANGSTROEM)
C1 -15.3586 11.9036 12.0452  -0.373
N1 -11.1161 6.0482 13.7927  -0.266
C2 -10.8461 10.5564 16.7342  -0.173
H1 -11.3560 15.7728 13.2815  0.097
H2 -15.4152 4.6831 14.5405  0.106
C3 -15.4100 11.7005 17.8688  -0.082
H3 -10.7370 10.5176 20.0905  0.116
C4 -13.4071 5.2811 14.1874  -0.077
C5 -11.3400 14.7805 12.8674  -0.069
N2 -11.5786 9.4320 16.5130  -0.058
Sb1 -13.7855 11.0678 13.2460  1.524
H4 -14.6284 9.4579 15.4509  0.049
H5 -15.9629 14.2144 9.6179  0.105
H6 -13.0588 14.2321 13.9881  0.074
C6 -16.6740 11.4508 12.2207  -0.135
H7 -8.1648 6.3051 12.0552  0.147
C7 -10.3753 13.0690 11.4728  -0.075
S1 -12.0369 8.3398 11.7924  0.510
O1 -10.3891 10.4883 14.4042  -0.245
C8 -11.9889 8.7492 17.5289  -0.786
C9 -8.8872 8.6938 11.5984  -0.104
H8 -9.8616 11.8106 18.1525  0.129
H9 -7.9188 8.5000 11.1210  0.085
H10 -13.0125 4.5392 14.8573  0.093
H11 -14.8164 7.9627 11.8419  0.104
C10 -7.8253 8.4977 15.1906  -0.574
H12 -10.0079 4.8307 12.5128  0.130
C11 -15.1437 12.8614 17.1516  -0.084
H13 -15.2994 13.8482 17.5585  0.099
H14 -14.1100 13.2550 11.0120  0.089
C12 -13.0429 7.1373 12.6683  -0.615
C13 -14.8276 10.4190 15.9118  -0.189
C14 -5.7352 9.8287 13.9461  -0.081
C15 -10.5310 10.9669 18.0092  0.018
H15 -16.8928 10.6648 12.9508  0.097
C16 -15.1356 12.9101 11.1227  -0.130
C17 -16.1636 13.4418 10.3600  -0.088
H16 -10.6648 6.3004 11.7597  0.059
H17 -6.7681 8.9125 16.9903  0.093
H18 -8.4004 6.2342 13.8177  0.100
C18 -17.4639 13.0086 10.5731  -0.104
H19 -18.7092 11.7191 11.7052  0.094
C19 -6.7790 9.3072 13.1926  -0.038
C20 -14.5119 11.5925 15.2057  -0.370
H20 -9.6769 8.2321 10.9873  0.030
H21 -10.9915 4.0977 14.7109  0.105
Lu1 -10.9487 8.4789 14.2043  1.411
H22 -18.2924 13.4607 10.0044  0.110
C21 -14.7738 5.3742 14.0105  -0.088
H23 -12.0470 8.4064 19.6586  0.105
C22 -10.7468 5.1669 14.8966  -0.147
C23 -10.1993 5.8934 12.6398  -0.174
C24 -8.8586 6.6070 12.8909  -0.169
C25 -10.3651 14.3669 11.9683  -0.084
H24 -9.6207 15.0561 11.6025  0.098
C26 -10.2910 11.2520 15.4541  -0.567
H25 -4.9014 10.0567 15.8920  0.102
H26 -11.3563 11.2183 11.4978  0.048
H27 -9.6047 12.7626 10.7778  0.101
C27 -12.3475 12.5790 12.7993  -0.408
H28 -11.2339 5.4644 15.8372  0.025
C28 -12.5228 6.1166 13.5105  -0.297
C29 -10.9841 10.1986 19.0838  -0.028
H29 -16.3499 6.4098 12.9439  0.106
H30 -15.7553 11.7572 18.8832  0.095
C30 -14.6982 12.8066 15.8309  -0.115
C31 -11.7239 9.0526 18.8580  -0.085
N3 -8.9268 8.0900 12.9655  -0.262
Br1 -12.9492 7.1822 17.1163  0.860
H31 -4.9667 10.3985 13.4723  0.096
H32 -6.6832 9.4234 12.1367  0.089
C32 -12.3318 13.8778 13.2856  -0.105
H33 -9.6817 5.2595 15.1137  0.044
H34 -14.5567 13.7545 15.3417  0.083
C33 -11.3848 12.2107 11.8831  -0.171
C34 -14.4290 7.1715 12.5143  -0.138
C35 -6.7490 8.9924 15.9220  -0.122
C36 -17.7062 12.0251 11.4997  -0.110
C37 -5.7126 9.6584 15.3109  -0.091
C38 -15.2656 10.4723 17.2257  -0.099
H35 -9.0587 9.7653 11.6901  0.094
S2 -9.1840 7.7505 16.0561  0.620
H36 -15.4529 9.5620 17.7604  0.090
O2 -9.8664 12.3738 15.5318  0.105
C39 -7.8264 8.6256 13.7716  -0.271
C40 -15.2975 6.3176 13.1541  -0.087

***

The following is a quantum chemistry calculation of C4H8OS as an isolated structure, from the OMol25 dataset.

Values from the calculation:
Relative energy (zero: lowest compared OMol25 entry of this formula, charge and spin) in kJ/mol: 203.3
F_max in Eh/bohr: 0.0479
Total charge: 0
E_HOMO in eV: -7.867

Each line ends with the Löwdin charge.
CARTESIAN COORDINATES (ANGSTROEM)
H1 -1.3379 0.5955 0.8969  0.101
C1 -0.8637 1.2347 -1.1830  -0.110
H2 -0.7942 0.4896 -1.9949  0.065
C2 -0.6127 0.5599 0.1003  -0.185
O1 -0.3229 -1.5522 -2.0149  -0.641
H3 1.3543 -0.0992 -0.4582  0.120
H4 0.1742 -0.8584 2.2814  0.077
H5 -0.0945 1.9816 -1.3923  0.092
H6 1.5767 0.1847 2.0484  0.082
H7 -1.8439 1.7011 -1.2142  0.080
H8 1.6715 -1.5256 1.6150  0.075
C3 0.5505 -0.3110 0.2416  -0.559
C4 1.0209 -0.6540 1.6304  -0.116
S1 -0.4783 -1.7466 -0.5564  0.921

***

The following is a quantum chemistry calculation of C24H40N2ORuS3Sb2 as an isolated structure, from the OMol25 dataset.

Values from the calculation:
Relative energy (zero: lowest compared OMol25 entry of this formula, charge and spin) in kJ/mol: 0.0
Spin multiplicity: 2
F_max in Eh/bohr: 0.0136
Total charge: +1
E_HOMO (alpha / beta) in eV: -10.182 / -10.064

Each line ends with the Mulliken spin population.
CARTESIAN COORDINATES (ANGSTROEM)
H1 5.1923 4.6279 1.0386  0.000
C1 -4.4003 -4.6347 -0.9404  0.000
C2 -2.8158 2.3547 0.7868  0.010
H2 3.8166 1.2028 1.0397  0.000
H3 -0.0034 -1.5409 -5.0319  0.000
H4 3.3822 -0.0965 4.7178  0.000
H5 -0.4541 3.8511 2.4796  0.000
H6 -2.2542 -4.6611 -0.6932  -0.001
H7 -1.7062 0.1861 -1.3204  -0.008
H8 -2.0264 0.2176 -3.5749  -0.001
H9 3.6326 5.8274 -0.4791  0.000
H10 0.2362 0.2033 -5.3742  0.000
H11 2.7751 -3.1178 -0.2178  0.011
O1 0.8044 -0.3513 -3.5122  0.004
C3 2.2470 3.3152 2.1326  -0.002
C4 3.2542 5.1287 0.2550  0.005
H12 3.0700 -2.4129 2.3429  0.002
C5 -0.5420 2.7455 -1.4890  0.014
C6 2.0335 -3.2076 0.5589  -0.026
C7 3.7614 0.2841 1.6205  -0.005
H13 0.8197 2.5099 3.5726  -0.002
H14 -3.1579 3.1613 0.1394  0.000
H15 -3.3783 1.4467 0.5739  -0.002
C8 3.6163 3.5648 2.0259  0.004
H16 2.5147 2.2509 3.9502  0.001
S1 0.2179 -2.8433 -2.8498  0.020
H17 -2.3145 -1.4983 -3.6071  -0.001
H18 2.4430 -1.5900 4.5538  0.000
H19 -0.6450 4.7306 0.9655  0.000
C9 -4.0902 -0.2923 -3.1911  0.000
C10 0.0715 -3.6820 1.6637  -0.010
Sb1 -0.7021 2.0384 0.5354  0.022
H20 3.8805 -0.5572 0.9400  0.003
H21 -4.3976 -4.8812 -2.0038  0.000
N1 -2.8778 -2.7572 -1.2918  0.009
C11 1.7919 2.2951 3.1324  0.023
C12 2.3988 -0.5053 4.4903  0.002
H22 0.5145 2.9079 -1.7008  0.000
H23 -3.0765 -2.8253 -2.2807  -0.001
C13 0.9339 -3.0973 2.5946  -0.032
H24 -1.0957 3.6760 -1.6081  0.000
H25 1.2066 5.4854 -0.2480  0.000
H26 4.2970 3.0412 2.6878  0.000
H27 4.5588 0.2812 2.3628  -0.001
C14 -2.2925 -1.6482 -0.8709  -0.005
H28 -4.6840 -1.0691 -2.7080  0.000
S2 1.2929 -0.5851 -1.0883  0.017
S3 -1.8135 -1.4343 0.7964  0.095
H29 1.6812 -0.1384 5.2228  0.000
Sb2 1.8439 0.1864 2.5478  0.040
C15 0.7094 -3.7151 0.3836  0.006
C16 0.6503 -0.6836 -4.9017  -0.001
C17 0.7020 -1.2845 -2.5660  0.008
C18 -0.1218 3.9029 1.4420  -0.004
C19 1.8903 4.9262 0.3799  -0.002
Ru1 0.5691 -1.6107 0.9183  0.784
H30 -4.3901 -0.2393 -4.2371  0.000
C20 -3.0947 -3.9823 -0.5236  0.007
H31 -0.9053 2.0143 -2.2123  -0.005
C21 -2.5974 -0.5751 -3.0933  0.002
H32 -2.9938 2.6342 1.8250  0.000
C22 4.1262 4.4565 1.0985  -0.002
C23 2.1683 -2.8072 1.9009  0.013
N2 -2.1216 -0.6419 -1.7152  -0.009
H33 -5.2460 -3.9784 -0.7365  0.000
H34 0.7168 -2.9424 3.6382  0.005
H35 -0.9402 -3.9925 1.8635  0.011
C24 1.3623 4.0453 1.3226  0.004
H36 0.3099 -4.1001 -0.5363  -0.002
H37 1.6316 -0.9023 -5.3200  0.001
H38 -3.1100 -3.7136 0.5297  -0.005
H39 -4.5443 -5.5623 -0.3892  0.000
H40 -4.3318 0.6590 -2.7177  0.000